{"formula": "C51H145N7O24", "method": "ωB97M-V with the def2-TZVPD basis set", "elements": ["C", "O", "H", "H", "H", "H", "C", "O", "H", "H", "H", "H", "C", "O", "H", "H", "H", "H", "C", "O", "H", "H", "H", "H", "C", "O", "H", "H", "H", "H", "C", "O", "H", "H", "H", "H", "C", "O", "H", "H", "H", "H", "C", "O", "H", "H", "H", "H", "C", "O", "H", "H", "H", "H", "C", "O", "H", "H", "H", "H", "C", "O", "H", "H", "H", "H", "C", "O", "C", "C", "N", "C", "C", "O", "C", "H", "H", "H", "H", "H", "H", "H", "H", "H", "H", "H", "H", "H", "H", "H", "C", "O", "C", "C", "N", "C", "C", "O", "C", "H", "H", "H", "H", "H", "H", "H", "H", "H", "H", "H", "H", "H", "H", "H", "C", "O", "C", "C", "N", "C", "C", "O", "C", "H", "H", "H", "H", "H", "H", "H", "H", "H", "H", "H", "H", "H", "H", "H", "C", "O", "C", "C", "N", "C", "C", "O", "C", "H", "H", "H", "H", "H", "H", "H", "H", "H", "H", "H", "H", "H", "H", "H", "C", "O", "C", "C", "N", "C", "C", "O", "C", "H", "H", "H", "H", "H", "H", "H", "H", "H", "H", "H", "H", "H", "H", "H", "C", "O", "C", "C", "N", "C", "C", "O", "C", "H", "H", "H", "H", "H", "H", "H", "H", "H", "H", "H", "H", "H", "H", "H", "C", "C", "C", "O", "C", "N", "H", "H", "H", "H", "H", "H", "H", "H", "H", "H", "H"], "coordinates": [[-5.4461, 2.1460, -1.2281], [-4.9052, 1.0895, -0.4703], [-6.2724, 2.6044, -0.6847], [-4.6218, 2.8542, -1.3117], [-5.7367, 1.6695, -2.1644], [-4.7386, 1.4581, 0.4003], [-2.1190, -3.4450, 4.5116], [-2.7488, -2.4094, 5.2509], [-2.4549, -3.4836, 3.4754], [-1.0331, -3.3568, 4.5436], [-2.3412, -4.3512, 5.0751], [-3.3737, -1.9445, 4.6897], [3.5822, 3.3733, 0.4351], [3.3707, 3.0056, -0.9314], [3.1417, 2.6423, 1.1131], [4.6318, 3.5206, 0.6898], [3.1194, 4.3266, 0.6902], [3.7637, 3.6429, -1.5323], [-3.8257, -1.4370, -3.0779], [-3.8828, -1.2973, -1.6860], [-2.9218, -0.9424, -3.4334], [-3.8186, -2.4584, -3.4584], [-4.7040, -0.9625, -3.5154], [-4.2077, -0.4136, -1.4986], [-0.1134, 5.1873, -0.9882], [-0.6594, 5.7771, 0.2008], [0.2336, 6.0135, -1.6087], [0.7153, 4.5472, -0.6854], [-0.9022, 4.6285, -1.4918], [-0.6136, 5.0816, 0.8611], [-2.5641, 2.1515, -4.5211], [-1.8203, 3.3566, -4.5389], [-3.0112, 1.9014, -3.5590], [-3.3690, 2.2207, -5.2529], [-1.8913, 1.3188, -4.7256], [-1.8261, 3.6048, -5.4662], [-2.3488, -3.8193, 0.2868], [-2.8513, -3.7634, -1.0349], [-1.9604, -4.8221, 0.4642], [-1.5508, -3.0877, 0.4137], [-3.1293, -3.6065, 1.0173], [-3.1130, -2.8531, -1.1914], [0.1406, 2.4100, 2.0180], [-0.5420, 3.6160, 2.2372], [-0.5247, 1.5780, 2.2488], [0.4058, 2.3245, 0.9642], [0.9610, 2.3385, 2.7320], [-0.7194, 3.6318, 3.1805], [-0.6745, -0.0009, -0.4256], [0.2091, -0.6090, 0.5281], [-1.7280, -0.0334, -0.1480], [-0.3589, 1.0172, -0.6540], [-0.5355, -0.5207, -1.3736], [1.1012, -0.5822, 0.1746], [-3.1128, -0.1973, 2.5768], [-4.0930, -0.7200, 3.4441], [-2.5590, -1.0525, 2.1894], [-3.5824, 0.4345, 1.8228], [-2.4269, 0.4613, 3.1096], [-4.6748, 0.0134, 3.6564], [1.6546, 1.2838, -3.8246], [2.3495, 0.0986, -3.7215], [1.7766, 1.6922, -4.8279], [0.6182, 1.1526, -3.5135], [2.1867, 1.9916, -3.1890], [1.8000, -0.6120, -4.0599], [7.2361, 2.4861, 4.4569], [5.9763, 2.0290, 4.8326], [5.7675, 0.8154, 4.0867], [4.4403, 0.2232, 4.6302], [4.5164, -0.1903, 6.0224], [3.1282, -0.4462, 6.5519], [2.3507, -1.7430, 6.0402], [1.9178, -1.7952, 4.6906], [1.0091, -0.7519, 4.2820], [8.0004, 1.9263, 4.9960], [7.3454, 3.4750, 4.9021], [7.4532, 2.6257, 3.3979], [6.5544, 0.0613, 4.0736], [5.6379, 0.9903, 3.0186], [4.1845, -0.6569, 4.0401], [3.7024, 1.0134, 4.4919], [4.9282, 0.5749, 6.5372], [2.4834, 0.4064, 6.3387], [3.2313, -0.5088, 7.6352], [1.4426, -1.8186, 6.6384], [2.9648, -2.6280, 6.2072], [0.1379, -0.7402, 4.9369], [0.5936, -0.9529, 3.2946], [1.4819, 0.2279, 4.2141], [8.2761, 2.8131, -3.3936], [7.2591, 3.7589, -3.2610], [6.8875, 4.1252, -1.9419], [5.8134, 5.2714, -1.8942], [4.6337, 4.8234, -2.5998], [3.7457, 5.8575, -2.9927], [2.3540, 5.2743, -3.5681], [1.4619, 6.4024, -3.7976], [0.2149, 6.0250, -4.3114], [8.7599, 2.8775, -4.3682], [7.8735, 1.8064, -3.2813], [9.0879, 3.0154, -2.6949], [7.7314, 4.4922, -1.3579], [6.4819, 3.2468, -1.4399], [6.1877, 6.1335, -2.4461], [5.4582, 5.6108, -0.9212], [4.8036, 4.2129, -3.3863], [4.2672, 6.4891, -3.7118], [3.4617, 6.4144, -2.0998], [1.8395, 4.5619, -2.9232], [2.5333, 4.8025, -4.5342], [-0.3651, 5.3854, -3.6463], [0.2808, 5.6504, -5.3329], [-0.3274, 6.9688, -4.3680], [-3.7910, 3.8595, 1.2946], [-4.5224, 2.7022, 1.6853], [-5.8119, 2.9784, 2.2679], [-6.4549, 1.6857, 2.7384], [-6.0222, 1.2590, 4.0718], [-6.7670, 0.0874, 4.5458], [-6.1410, -0.2468, 5.9004], [-6.7122, 0.5099, 6.9503], [-5.9771, 0.6677, 8.1394], [-3.5724, 4.6484, 2.0143], [-4.2629, 4.2592, 0.3969], [-2.7956, 3.5247, 1.0030], [-6.4263, 3.4203, 1.4835], [-5.7320, 3.6342, 3.1349], [-6.3481, 0.8175, 2.0881], [-7.5128, 1.8896, 2.9035], [-6.0882, 1.9734, 4.7828], [-6.6203, -0.8065, 3.9395], [-7.8178, 0.3457, 4.6764], [-5.0576, -0.1271, 5.9065], [-6.3175, -1.3105, 6.0597], [-6.5409, 1.1826, 8.9173], [-5.0401, 1.1775, 7.9151], [-5.8125, -0.3470, 8.5018], [2.9203, -1.7973, -8.4912], [1.6589, -1.9960, -7.8563], [1.4035, -0.8715, -7.0617], [0.2996, -1.2250, -6.0770], [0.7970, -1.9251, -4.9186], [-0.2605, -2.2228, -3.9239], [0.3169, -2.9341, -2.7006], [0.7625, -4.2500, -3.0917], [1.3569, -4.9657, -1.9700], [3.0918, -2.7264, -9.0348], [3.7387, -1.6698, -7.7827], [2.9626, -0.9219, -9.1392], [1.1227, -0.0118, -7.6701], [2.2497, -0.5979, -6.4315], [-0.5459, -1.6192, -6.6406], [-0.0542, -0.2681, -5.6931], [1.2198, -2.7683, -5.2798], [-1.0626, -2.8335, -4.3384], [-0.7377, -1.2926, -3.6155], [-0.4638, -2.9203, -1.9400], [1.1838, -2.4171, -2.2891], [1.5842, -6.0008, -2.2249], [0.6269, -5.0743, -1.1678], [2.2693, -4.5423, -1.5501], [5.8407, -4.2387, -3.1197], [6.4763, -3.8762, -1.9358], [7.4197, -4.8134, -1.4042], [6.7543, -5.8879, -0.5898], [5.8968, -5.2399, 0.3750], [4.9552, -6.1152, 1.0813], [3.8299, -5.3367, 1.8500], [3.2343, -4.3466, 1.0001], [2.2440, -3.4853, 1.5453], [5.3611, -3.3756, -3.5812], [5.1418, -5.0661, -2.9965], [6.6225, -4.4604, -3.8462], [8.1201, -4.3324, -0.7215], [7.9682, -5.3016, -2.2098], [7.3370, -6.6241, -0.0360], [6.0833, -6.4489, -1.2403], [5.3127, -4.5725, -0.1083], [5.4226, -6.7652, 1.8211], [4.4327, -6.7348, 0.3525], [4.2561, -4.7915, 2.6923], [3.0534, -6.0563, 2.1091], [2.6697, -3.0893, 2.4673], [1.3824, -4.0997, 1.8064], [2.0387, -2.7522, 0.7652], [-10.7765, 0.4892, 2.0628], [-9.8013, 0.2386, 1.0201], [-10.0136, 0.8094, -0.2929], [-8.8812, 0.3978, -1.1364], [-8.7440, -1.0992, -1.1643], [-7.3662, -1.4089, -1.5640], [-6.9475, -2.8430, -1.0320], [-7.1427, -2.8717, 0.3452], [-6.5105, -1.9306, 1.1654], [-11.6398, -0.1591, 1.9126], [-11.1545, 1.5041, 1.9390], [-10.4473, 0.2938, 3.0834], [-10.1836, 1.8857, -0.3211], [-10.9267, 0.3771, -0.7022], [-7.9960, 0.8833, -0.7256], [-9.0777, 0.7778, -2.1390], [-8.8438, -1.4591, -0.2259], [-6.6341, -0.6870, -1.2019], [-7.2720, -1.3970, -2.6499], [-5.9198, -3.0740, -1.3123], [-7.5781, -3.5628, -1.5538], [-5.4682, -1.7407, 0.9092], [-6.5272, -2.2294, 2.2135], [-7.1794, -1.0787, 1.0434], [4.9834, -0.4871, -1.5534], [3.9759, -0.7364, -0.4773], [4.4724, -0.2330, 0.8958], [5.7758, -0.8379, 1.2892], [5.7458, -2.2369, 1.2830], [2.7673, 0.0006, -0.7934], [5.2825, 0.5467, -1.7264], [4.6354, -0.8461, -2.5220], [5.8912, -1.0515, -1.3404], [3.7200, -1.7946, -0.4240], [3.7165, -0.3041, 1.6778], [4.6212, 0.8301, 0.7068], [6.5894, -2.5853, 1.8788], [5.6909, -2.7427, 0.3190], [4.9180, -2.7034, 1.8171], [2.9479, 0.9872, -0.6743], [2.5907, -0.0699, -1.7853]], "atomic_forces_ev_per_a": [[0.75, -0.31, 0.32], [-0.16, -1.14, -0.02], [-0.29, 0.10, -0.38], [-0.37, 0.51, -0.77], [-0.23, 0.67, -0.17], [0.36, 0.09, 0.54], [-0.14, -0.07, 0.86], [0.36, 0.14, 0.15], [-0.05, -0.18, 0.02], [0.13, 0.35, -0.16], [-0.10, -0.47, -0.54], [-0.10, 0.32, -0.32], [-0.08, 0.60, -0.40], [-0.69, -1.05, 1.62], [0.08, -0.24, -0.27], [0.30, -0.37, -0.09], [-0.34, 0.20, -0.16], [0.65, 0.90, -0.47], [-0.08, 0.69, -0.84], [0.04, -0.75, 0.32], [0.04, 0.05, -0.40], [0.07, -0.23, 0.66], [-0.02, 0.11, -0.31], [-0.10, 0.35, 0.64], [-0.36, 0.63, 0.91], [0.06, -0.03, -0.31], [0.08, -0.22, -0.08], [0.17, -0.19, -0.46], [0.17, -0.22, -0.31], [-0.13, -0.03, 0.49], [0.05, -0.49, -0.09], [-0.23, 0.09, 0.26], [0.08, 0.64, 0.25], [-0.07, -0.37, -0.04], [-0.09, -0.26, -0.38], [0.28, 0.34, 0.06], [0.01, 0.09, -0.23], [0.17, -0.50, -0.03], [0.00, 0.05, 0.00], [0.26, 0.02, 0.21], [-0.14, -0.04, 0.18], [-0.25, 0.33, 0.04], [-0.26, -0.96, 0.29], [-0.35, 0.83, 0.04], [-0.02, -0.30, -0.17], [0.37, 0.15, 0.26], [0.54, -0.12, -0.48], [-0.19, 0.37, 0.01], [1.39, -0.42, -0.41], [-1.83, 0.11, 0.58], [0.23, -0.14, 0.36], [-0.18, 0.37, 0.24], [-0.40, -0.22, -0.26], [0.83, 0.41, -0.58], [0.20, 0.04, 0.15], [0.00, -0.65, -0.10], [0.04, 0.27, -0.37], [0.18, -0.36, -0.38], [0.26, -0.02, 0.18], [-0.39, 0.69, 0.48], [0.48, 0.98, 0.02], [1.04, -0.80, 0.42], [-0.61, 0.13, -0.35], [-0.21, 0.44, -0.10], [-0.41, 0.22, 0.36], [-0.24, -0.96, -0.52], [0.98, 1.73, 1.65], [0.27, -1.46, -1.51], [-2.27, -0.61, 0.53], [1.27, -0.05, -0.53], [-1.26, -0.63, -0.09], [0.53, -0.57, -0.77], [0.52, 1.15, 0.34], [0.10, 0.78, -0.82], [0.07, -0.65, 0.24], [0.32, -0.50, -0.54], [-0.11, 0.32, -0.07], [-0.31, -0.57, -0.22], [0.52, 0.23, 0.88], [-0.14, 0.57, -0.09], [-0.18, 0.13, -0.18], [-0.43, 0.11, -0.16], [-0.06, 0.08, 0.28], [-0.18, 0.29, -0.01], [-0.20, -0.25, 0.02], [-0.02, 0.03, 0.51], [0.01, 0.03, -0.12], [-0.01, 0.24, 0.40], [0.42, -0.45, -0.15], [0.12, 0.05, 0.29], [0.49, -0.22, 0.27], [-0.91, 1.52, -0.31], [-0.53, 0.50, 0.81], [0.42, -1.02, -1.94], [-0.83, -1.75, 0.26], [-2.34, -0.30, -0.25], [0.71, 1.87, -0.33], [1.40, -0.88, 0.55], [-0.40, 1.05, 0.00], [-0.47, 0.22, -0.23], [0.16, -0.19, 0.24], [0.00, -0.23, 0.40], [0.40, -0.14, -0.07], [-0.11, -0.17, 0.23], [0.55, 0.35, 0.17], [0.68, -0.31, 0.36], [0.66, 0.01, -0.05], [-0.54, 0.54, -0.26], [0.09, 0.39, -0.07], [0.39, -0.08, 0.38], [0.12, -0.27, -0.16], [0.21, -0.41, -0.17], [0.07, -0.45, -0.04], [-0.21, 0.00, -0.10], [0.57, -0.43, -1.11], [-0.20, 0.48, 1.31], [0.56, -0.99, -0.54], [-0.66, 0.40, 1.42], [0.92, -0.88, -0.93], [1.05, 0.91, 1.47], [-0.32, -0.87, 0.72], [-1.29, 1.15, -0.64], [0.26, -1.19, -0.48], [-0.73, -0.18, 0.53], [-0.06, 0.49, 0.07], [-0.07, -0.23, -0.07], [-0.22, 0.30, 0.11], [0.15, 0.33, -0.10], [0.05, 0.27, -0.38], [-0.54, 0.12, -0.94], [-0.08, 0.25, -0.12], [-0.13, 0.38, -0.44], [-0.32, -0.39, -0.06], [0.15, 0.18, -0.32], [-0.06, -0.28, 0.41], [-0.20, 0.23, -0.47], [0.22, 0.02, 0.31], [0.60, -0.01, 0.45], [-0.10, -1.08, -0.12], [1.19, 0.58, -0.19], [-0.90, -0.30, 1.09], [-0.17, 1.90, -0.30], [-0.59, -0.45, -0.04], [0.96, -0.55, -0.12], [0.26, -0.30, -0.60], [0.28, -0.07, 1.16], [-0.85, -0.07, -0.29], [0.19, 0.27, -0.29], [-0.06, -0.08, 0.40], [-0.39, 0.02, -0.26], [-0.08, 0.14, -0.18], [0.50, 0.06, -0.19], [-0.16, -0.73, 0.16], [-0.25, 0.32, 0.00], [0.11, -0.51, 0.51], [-0.09, -0.24, -0.13], [0.23, 0.23, 0.06], [-0.10, -0.58, 0.22], [0.10, 0.43, -0.02], [-0.01, 0.16, -0.70], [-0.16, 0.36, 0.19], [0.02, 0.53, -0.23], [0.66, -0.05, -0.83], [0.56, 0.38, 1.38], [0.34, -0.50, -0.07], [-2.12, -0.31, 0.31], [-0.65, 0.31, 1.61], [-0.91, 0.92, -0.12], [0.37, 0.78, -1.17], [0.81, -0.72, -1.22], [0.97, -1.26, 0.40], [-0.38, 0.12, 0.59], [-0.08, -0.06, -0.12], [0.01, -0.68, -0.30], [-0.10, 0.68, -0.37], [0.22, 0.18, -0.25], [0.76, 0.26, -0.41], [0.08, -0.62, -0.56], [0.05, 0.19, -0.12], [0.29, -0.01, -0.08], [-0.14, -0.49, -0.16], [-0.03, -0.31, 0.47], [0.07, -0.11, 0.55], [-0.37, 0.69, 0.10], [-0.47, 0.29, -0.04], [-0.21, 0.07, 0.38], [-0.51, 0.08, -1.80], [0.27, 0.55, 0.86], [-1.72, -0.88, 1.22], [0.24, -1.29, 0.03], [0.90, 1.48, -0.46], [0.36, -1.58, -0.13], [-0.18, 2.22, -1.07], [-0.47, -2.36, 0.70], [-0.49, 0.54, -0.47], [-0.14, -0.20, -0.12], [0.11, 0.24, 0.39], [0.75, 0.13, -0.36], [0.33, 0.29, 0.50], [-0.30, -0.18, -0.05], [0.46, -0.03, -0.11], [0.24, -0.07, -0.18], [-0.26, 0.14, 0.27], [0.05, 0.22, 0.29], [-0.10, -0.08, -0.22], [0.27, 0.20, 0.06], [-0.24, -0.23, 0.62], [0.04, 0.21, -0.28], [-0.20, -0.44, -0.18], [0.69, 0.98, 0.50], [1.42, -0.90, -0.65], [-0.16, 0.49, 0.53], [1.38, -0.70, -0.87], [-2.05, 1.26, -0.54], [-0.06, -1.02, 0.85], [-1.09, -0.05, 0.70], [-0.29, 0.27, 0.45], [-0.26, -0.07, 0.00], [0.22, 0.00, -0.03], [0.14, -0.18, -0.04], [-0.02, -0.50, 0.17], [0.56, 0.12, 0.39], [0.42, 0.07, -0.50], [0.54, 0.61, -0.28], [-0.61, 0.52, 0.26], [0.05, 0.38, 0.07], [-0.11, -0.25, -0.35]], "homo_energy_ev": -8.53, "e_tot_ev": -114795.16498, "lumo_energy_ev": 0.327, "gap_ha": 0.326}